No. 1
Formula: C24H50N2O2P2Pt
Source: OMol25
Level of theory: ωB97M-V/def2-TZVPD

Calculated values
E_HOMO (spin up / spin down) = -18.47 / -21.93 eV
relative energy (zero: lowest compared OMol25 entry of this formula, charge and spin) = 16.8 kcal/mol
HOMO-LUMO gap (spin up / spin down) = 5.53 / 4.87 eV
LUMO (spin up / spin down) = -12.9 / -17.1 eV

Geometry as ORCA input:
```
! wB97M-V def2-TZVPD RIJCOSX def2/J DEFGRID3
* xyz 4 5
Pt 0.0189 -0.0249 0.1255
C 1.8661 -0.2703 -0.3455
O 2.9533 -0.4611 -0.6950
C -1.8649 0.1292 0.4378
O -3.0042 0.2455 0.6223
P -0.0331 2.0844 -1.1105
C -0.4364 1.9707 -2.9267
H -0.4312 3.0181 -3.2719
C -1.3710 3.2574 -0.5525
H -2.2766 2.6320 -0.6386
C 1.6099 2.9544 -1.1907
H 2.2213 2.2386 -1.7669
C 1.3767 -3.3994 0.9905
P -0.1307 -2.4965 0.3422
H -0.8070 -4.1595 -1.2497
H 2.1090 -3.2462 0.1810
C -1.5955 -3.4072 1.1042
H -1.2901 -4.4658 1.0547
C -1.2376 3.6618 0.9127
H -2.1568 4.1892 1.2119
H -0.3961 4.3505 1.0789
H -1.1254 2.8003 1.5813
C -1.6032 4.5057 -1.4146
H -0.7792 5.2234 -1.3365
H -2.5043 5.0040 -1.0297
H -1.7845 4.2784 -2.4709
C 1.6270 4.2756 -1.9691
H 1.1790 4.1983 -2.9672
H 2.6795 4.5617 -2.1095
H 1.1424 5.0898 -1.4169
C 2.2797 3.1200 0.1719
H 3.3131 3.4629 0.0096
H 2.3322 2.1760 0.7284
H 1.7804 3.8714 0.7997
C 0.6307 1.2269 -3.7339
H 1.6112 1.7179 -3.6934
H 0.3201 1.1976 -4.7885
H 0.7494 0.1878 -3.3987
C -1.8364 1.4101 -3.1899
H -1.9290 0.3674 -2.8590
H -2.0241 1.4305 -4.2742
H -2.6287 1.9967 -2.7086
C 1.1238 -4.9077 1.1359
H 0.7079 -5.3676 0.2293
H 0.4598 -5.1210 1.9856
H 2.0875 -5.3941 1.3434
C 2.0183 -2.8422 2.2633
H 1.3689 -2.9493 3.1457
C -1.0569 -2.3012 -2.3111
H 2.3187 -1.7903 2.1570
H 2.9328 -3.4243 2.4646
C 1.1032 -3.5700 -2.0351
H -0.5930 -1.3019 -2.3603
H -1.0626 -2.7122 -3.3305
H -2.1007 -2.1723 -1.9975
C -0.2447 -3.2196 -1.3893
H 0.9407 -3.8072 -3.0968
H 1.5641 -4.4518 -1.5739
H 1.8114 -2.7303 -1.9816
C -2.8890 -3.2671 0.2975
H -3.2028 -2.2171 0.2227
H -3.6792 -3.8183 0.8274
H -2.8104 -3.6961 -0.7074
C -1.8548 -3.0691 2.5700
H -2.1814 -2.0249 2.6910
H -0.9841 -3.2586 3.2135
H -2.6744 -3.7052 2.9416
H -0.2976 -1.8994 -5.1683
H -0.3166 -1.1973 -5.4334
C 1.2360 2.5222 5.1539
N 0.8462 1.5077 4.1828
C 0.5041 0.2153 4.5178
C 0.1725 -0.4144 3.3454
N 0.3218 0.4791 2.3165
C 0.6950 1.6412 2.8406
H 0.4255 2.6862 5.8752
H 2.1181 2.1908 5.7171
H 1.4616 3.4584 4.6379
H 0.4803 -0.1296 5.5385
H -0.1434 -1.4343 3.1962
H 0.8397 2.5903 2.3305
*
```

No. 2
Formula: C24H50NO10S6
Source: OMol25
Level of theory: ωB97M-V/def2-TZVPD

Calculated values
E_HOMO = -11.25 eV
HOMO-LUMO gap = 8.29 eV
LUMO = -3.0 eV

Geometry as ORCA input:
```
! wB97M-V def2-TZVPD RIJCOSX def2/J DEFGRID3
* xyz 1 1
C 6.4160 0.2857 1.3597
S 5.7889 1.0540 2.8556
C 4.1749 1.8202 2.5674
C 3.1732 0.9798 1.7774
C 2.9550 -0.4822 2.0447
N 2.4681 1.5242 0.8920
H 7.3782 -0.1535 1.6262
H 6.6028 1.0138 0.5758
H 5.7987 -0.5299 0.9949
H 5.5392 0.0229 3.7174
H 3.7528 2.0170 3.5578
H 4.3006 2.7919 2.0960
H 2.1720 -0.8472 1.3905
H 3.8834 -1.0243 1.8443
H 2.6583 -0.7024 3.0727
H 2.6759 2.5218 0.8079
C 7.6550 1.0736 8.4753
C 6.7252 2.1870 7.9736
C 6.4479 1.9172 6.4885
S 6.5979 0.1398 6.2740
O 7.7190 -0.1273 5.4026
O 5.2902 -0.4188 5.9886
C 7.0627 -0.2332 7.9538
H 7.7307 1.0692 9.5607
H 8.6579 1.2175 8.0675
H 5.7887 2.1593 8.5338
H 7.1620 3.1737 8.1167
H 5.4463 2.2304 6.1979
H 7.1879 2.3948 5.8472
H 7.7646 -1.0642 7.9629
H 6.1559 -0.5021 8.4958
C -2.1275 0.2892 -1.8101
C -0.6681 0.7543 -1.9181
C 0.2013 -0.3020 -1.2279
S -0.6908 -1.8529 -1.3775
O -1.0735 -2.2897 -0.0545
O 0.0199 -2.7266 -2.2843
C -2.1278 -1.1852 -2.1996
H -2.7852 0.8689 -2.4534
H -2.4763 0.4029 -0.7811
H -0.3871 0.8313 -2.9709
H -0.5226 1.7365 -1.4684
H 1.1754 -0.4022 -1.7021
H 0.3265 -0.0893 -0.1679
H -3.0056 -1.7193 -1.8796
H -1.9829 -1.3107 -3.2725
C 2.1324 -4.7057 -4.0442
C 3.3889 -5.1846 -3.3072
C 3.9632 -6.3685 -4.0955
S 3.4725 -6.1160 -5.8056
O 2.5710 -7.1724 -6.1860
O 4.6346 -5.7926 -6.5941
C 2.5212 -4.6293 -5.5175
H 1.7851 -3.7446 -3.6712
H 1.3262 -5.4294 -3.9076
H 4.1222 -4.3746 -3.2742
H 3.1684 -5.4685 -2.2785
H 5.0485 -6.4089 -4.0411
H 3.5404 -7.3153 -3.7645
H 1.6672 -4.6061 -6.1904
H 3.1741 -3.7779 -5.7100
C -7.8012 -1.5834 -0.4027
C -8.2673 -1.0733 -1.7725
C -7.2458 -0.0320 -2.2454
S -5.6858 -0.4820 -1.4856
O -5.3029 0.5601 -0.5602
O -4.7769 -0.9656 -2.5024
C -6.3108 -1.8725 -0.5520
H -8.3497 -2.4716 -0.0928
H -7.9572 -0.8098 0.3528
H -8.2993 -1.9053 -2.4789
H -9.2676 -0.6461 -1.7257
H -7.1324 -0.0377 -3.3266
H -7.5074 0.9696 -1.9078
H -5.7840 -1.9425 0.3974
H -6.1400 -2.7718 -1.1437
C -5.7940 5.3868 -0.8793
C -6.7623 6.3869 -1.5241
C -6.9716 5.9505 -2.9793
S -6.7218 4.1724 -3.0088
O -5.5510 3.8816 -3.7972
O -7.9827 3.5127 -3.2467
C -6.2967 4.0034 -1.2791
H -5.7573 5.4997 0.2035
H -4.7858 5.5442 -1.2698
H -7.7156 6.3639 -0.9919
H -6.3841 7.4071 -1.4722
H -7.9757 6.1739 -3.3312
H -6.2365 6.4005 -3.6440
H -5.5518 3.2183 -1.1599
H -7.2066 3.7428 -0.7381
*
```

No. 3
Formula: C24H51BO7
Source: OMol25
Level of theory: ωB97M-V/def2-TZVPD

Calculated values
E_HOMO = -9.34 eV
SMILES string = CCCCCCCCCC[C@@H]1COC(=O)[C@@H]1B(O)CC.COCCOC.COCCOC
HOMO-LUMO gap = 9.86 eV
LUMO = 0.5 eV

Geometry as ORCA input:
```
! wB97M-V def2-TZVPD RIJCOSX def2/J DEFGRID3
* xyz 0 1
C -0.4108 -0.6761 1.0157
C 0.4143 -1.9748 0.9099
C 1.9149 -1.7632 1.0656
C 2.5404 -1.1181 -0.1839
C 3.1302 0.2767 0.0493
C 2.9589 1.2316 -1.1312
C 3.7453 0.8521 -2.3989
C 2.9551 1.1035 -3.7098
C 2.7483 -0.1235 -4.6019
C 2.3558 -1.4319 -3.8934
C 1.0102 -2.0868 -4.2076
C 0.4935 -2.2187 -5.6311
O -0.8187 -2.7872 -5.4407
C -1.1729 -2.7201 -4.1135
O -2.0078 -3.4452 -3.6053
C -0.3026 -1.6182 -3.5286
B -1.0684 -0.2901 -4.0374
O -2.4140 -0.4424 -4.3641
C -0.4989 1.1646 -4.1385
C -0.5293 1.8147 -2.7324
H 0.1491 0.0130 1.6455
H -0.6171 -0.2463 0.0402
H -1.3436 -0.8984 1.5268
H 0.2035 -2.4905 -0.0262
H 0.0954 -2.6375 1.7141
H 2.3376 -2.7616 1.1792
H 2.1415 -1.1624 1.9427
H 3.2970 -1.7536 -0.6420
H 1.7508 -1.0094 -0.9322
H 2.5948 0.7249 0.8904
H 4.1754 0.2420 0.3586
H 3.2764 2.2227 -0.8077
H 1.8904 1.3077 -1.3308
H 4.1067 -0.1718 -2.3448
H 4.6256 1.4903 -2.4243
H 2.0293 1.6131 -3.4608
H 3.5323 1.8161 -4.2987
H 3.6980 -0.2915 -5.1086
H 2.0432 0.0868 -5.4037
H 3.0993 -2.1798 -4.1702
H 2.4216 -1.3495 -2.8143
H 1.1344 -3.1245 -3.8874
H 0.4885 -1.3117 -6.2333
H 1.0344 -2.9714 -6.2045
H -0.2319 -1.6212 -2.4405
H -2.8987 -0.7494 -3.5930
H -1.1882 1.7414 -4.7554
H 0.4761 1.2569 -4.6056
H -1.5446 2.1478 -2.5298
H 0.0890 2.7081 -2.7326
H -0.2185 1.1355 -1.9433
C 0.5456 0.1916 4.8975
O 1.4488 0.7106 3.9378
C 1.3124 2.1105 3.7446
C 2.3981 2.8828 4.4583
O 2.2827 2.7718 5.8676
C 3.1953 1.8499 6.4353
H 0.8530 -0.8290 5.1203
H 0.5604 0.7756 5.8205
H -0.4739 0.1726 4.4955
H 0.3249 2.4516 4.0685
H 1.3990 2.2999 2.6689
H 2.2996 3.9433 4.2063
H 3.3839 2.5457 4.1240
H 4.2139 2.2519 6.4123
H 3.1751 0.8894 5.9146
H 2.9028 1.6956 7.4723
C -6.3072 1.5819 2.9131
O -6.8572 0.3579 2.4627
C -6.2947 -0.0968 1.2425
C -5.2823 -1.1966 1.4673
O -4.1360 -0.7229 2.1586
C -4.1324 -1.0653 3.5327
H -6.6568 1.7441 3.9312
H -5.2146 1.5564 2.9140
H -6.6493 2.4130 2.2870
H -5.8369 0.7323 0.6945
H -7.1137 -0.4933 0.6344
H -4.9443 -1.5689 0.4950
H -5.7404 -2.0306 2.0066
H -3.9379 -2.1355 3.6631
H -5.0788 -0.8094 4.0149
H -3.3304 -0.5027 4.0088
*
```

No. 4
Formula: C24H51Br8N5O4
Source: OMol25
Level of theory: ωB97M-V/def2-TZVPD

Calculated values
E_HOMO = -9.17 eV
SMILES string = CN(C)C=O.CN(C)C=O.CN(C)C=O.CN(C)C=O.BrCCBr.BrCCBr.BrCCBr.BrCCBr.CCCC#N
relative energy (zero: lowest compared OMol25 entry of this formula, charge and spin) = 69.8 kcal/mol
HOMO-LUMO gap = 9.54 eV
LUMO = 0.4 eV

Geometry as ORCA input:
```
! wB97M-V def2-TZVPD RIJCOSX def2/J DEFGRID3
* xyz 0 1
C -5.4724 -23.9573 20.4881
O -5.0689 -25.1254 20.5997
N -6.2855 -23.4385 19.5290
C -6.6912 -22.0515 19.6029
C -6.8789 -24.2353 18.4527
H -5.1919 -23.2340 21.2693
H -6.4920 -21.4900 18.6901
H -6.2074 -21.3887 20.3203
H -7.7658 -21.9586 19.7601
H -6.5626 -25.2784 18.4425
H -7.9343 -24.4216 18.6514
H -6.5979 -23.8026 17.4926
C -11.3184 -18.6379 17.6090
O -10.2773 -18.9255 18.1981
N -11.9111 -19.3631 16.6232
C -13.1751 -19.0854 15.9959
C -11.3675 -20.7106 16.3570
H -11.7921 -17.6825 17.8829
H -13.0684 -19.5284 15.0057
H -13.4973 -18.0452 16.0429
H -13.8466 -19.6710 16.6238
H -12.1197 -21.4522 16.6256
H -11.0528 -20.7680 15.3150
H -10.5686 -21.0451 17.0189
C -3.4982 -29.0663 16.7565
O -4.2460 -29.6785 15.9649
N -2.1718 -29.1467 16.6904
C -1.2489 -28.3269 17.4129
C -1.4732 -30.0404 15.7243
H -3.7975 -28.4988 17.6513
H -0.5012 -28.8593 18.0008
H -1.5671 -27.6609 18.2150
H -0.7011 -27.6148 16.7958
H -2.1536 -30.8049 15.3493
H -1.0024 -29.4846 14.9134
H -0.5850 -30.5515 16.0957
C -2.8899 -18.4084 24.0421
O -2.8260 -18.8910 22.9076
N -2.1786 -17.3354 24.4330
C -2.1624 -17.0095 25.8745
C -1.1207 -16.8421 23.5269
H -3.4623 -19.0123 24.7632
H -1.0794 -17.0480 25.9924
H -2.6044 -17.8151 26.4608
H -2.4828 -16.0030 26.1434
H -1.1899 -17.1229 22.4760
H -1.1334 -15.7522 23.5207
H -0.1854 -17.3189 23.8202
C -14.7380 -29.0291 15.2254
C -15.0092 -28.6109 16.5714
C -14.8048 -27.1212 16.9751
C -13.4005 -26.7254 17.1538
N -12.3436 -26.4737 17.2688
H -13.6979 -28.7091 15.1633
H -15.2269 -28.5320 14.3875
H -15.0076 -30.0798 15.1180
H -14.3612 -29.2312 17.1908
H -16.0245 -28.9076 16.8344
H -15.2072 -27.0466 17.9853
H -15.4479 -26.4306 16.4295
Br -4.0651 -28.8744 28.1030
C -3.3319 -27.4045 26.8701
C -3.3553 -27.7251 25.3776
Br -2.2590 -29.3284 25.0674
H -2.3404 -27.3550 27.3202
H -3.8649 -26.5133 27.2016
H -3.1034 -26.8439 24.7877
H -4.3748 -27.9183 25.0440
Br -4.6115 -14.2863 20.0974
C -6.5045 -14.9833 19.8651
C -6.8311 -15.9449 20.9897
Br -8.3258 -15.3343 22.1493
H -6.4926 -15.4503 18.8802
H -7.0997 -14.0707 19.8963
H -5.9297 -16.1426 21.5698
H -7.1966 -16.9162 20.6564
Br -13.0061 -27.5940 21.4305
C -11.4645 -28.8390 20.9305
C -10.1134 -28.3071 21.3023
Br -9.8426 -28.4520 23.3292
H -11.5591 -29.1178 19.8810
H -11.6758 -29.8104 21.3775
H -10.0983 -27.2626 20.9911
H -9.3634 -28.7810 20.6689
Br -7.0448 -21.5624 13.3945
C -8.1180 -22.2966 11.8439
C -7.2257 -22.4697 10.5192
Br -5.7207 -23.7542 10.8718
H -8.9956 -21.6524 11.7890
H -8.4096 -23.3059 12.1345
H -6.7718 -21.5428 10.1686
H -7.7722 -22.8445 9.6538
*
```

The evaluated total energy for the records listed, in turn: -54551.0824, -112666.4381, -40722.3378, -601691.6333 eV.